[1]
Below is one molecule with the formula C4H10NP in a non-equilibrium geometry, with properties calculated with ωB97M-V/def2-TZVPD.

XYZ file:
```
16
C4H10NP, DFT ωB97M-V/def2-TZVPD
C -0.117 -0.453 1.587
C -0.399 1.408 0.010
C 1.473 -0.324 -0.328
C 0.046 -0.009 0.104
N -1.306 -0.550 -2.543
P -1.201 -1.326 -0.845
H 0.450 0.215 2.227
H -1.150 -0.565 1.787
H 0.283 -1.414 1.813
H -1.051 1.560 0.874
H 0.271 2.171 0.218
H -0.970 1.704 -0.939
H 2.058 0.370 0.241
H 1.730 -1.279 0.106
H 1.707 -0.202 -1.346
H -1.823 -1.306 -2.967
```

The charge is 0. As for the structure (SMILES): [H]/N=P/C(C)(C)C. As for the maximum force: 6.9 eV Å⁻¹. The spin multiplicity is 1. As for the energy relative to the best compared isomer or geometry (same formula, charge and spin): 197.69 kJ/mol.



[2]
Below is one molecule with the formula C4H2O2 in a non-equilibrium geometry, with properties calculated with ωB97M-V/def2-TZVPD.

XYZ file:
```
8
C4H2O2, DFT ωB97M-V/def2-TZVPD
C -0.093 2.037 -0.055
C 1.035 1.315 0.046
C 2.481 -0.176 -0.005
C -0.084 0.414 0.057
O 2.592 -1.335 -0.029
O 2.602 0.987 0.004
H -0.550 -0.051 0.865
H -0.393 -0.159 -0.799
```

The charge is 0. As for the maximum force: 6.0 eV Å⁻¹. The spin multiplicity is 1. As for the energy relative to the best compared isomer or geometry (same formula, charge and spin): 494.46 kJ/mol.



[3]
Below is a 3-piece molecular cluster, C3H11NO3 overall in a non-equilibrium geometry, with properties calculated with ωB97M-V/def2-TZVPD.

XYZ file:
```
18
C3H11NO3, DFT ωB97M-V/def2-TZVPD
C 0.979 1.081 -1.181
C 1.889 0.081 -0.571
N 1.973 -0.031 0.818
C 0.899 -0.416 1.690
O 2.689 -0.564 -1.209
H 1.408 1.589 -2.032
H 0.074 0.679 -1.565
H 0.839 1.862 -0.441
H 2.915 -0.288 1.132
H 1.004 0.018 2.676
H 0.889 -1.515 1.742
H -0.043 -0.187 1.246
H -3.087 1.489 0.699
H -2.813 0.519 -0.481
O -2.726 1.432 -0.189
H -1.796 -2.501 -0.932
H -3.003 -1.657 -0.540
O -2.091 -1.590 -0.859
```

The charge is +1. As for the maximum force: 2.5 eV Å⁻¹. The spin multiplicity is 2. As for the energy relative to the best compared isomer or geometry (same formula, charge and spin): 31.71 kJ/mol.



[4]
Below is a 2-piece molecular cluster, CH3P overall in a non-equilibrium geometry, with properties calculated with ωB97M-V/def2-TZVPD.

XYZ file:
```
5
CH3P, DFT ωB97M-V/def2-TZVPD
C -0.292 0.437 -0.008
P 1.244 -0.089 0.036
H -0.437 1.578 -0.068
H -1.477 -0.491 0.173
H 0.961 -1.435 -0.132
```

The charge is 0. As for the maximum force: 5.1 eV Å⁻¹. The spin multiplicity is 1. As for the energy relative to the best compared isomer or geometry (same formula, charge and spin): 150.26 kJ/mol.



[5]
Below is C2H2Br4S as an isolated structure in a non-equilibrium geometry, with properties calculated with ωB97M-V/def2-TZVPD.

XYZ file:
```
9
C2H2Br4S, DFT ωB97M-V/def2-TZVPD
C -0.149 -2.519 0.774
C 0.103 2.055 -0.564
S -1.307 -1.583 0.190
Br -0.287 -4.407 0.854
Br -1.225 3.018 -1.639
Br 1.843 2.135 -1.418
Br 0.188 2.665 1.240
H 0.912 -2.271 0.978
H -0.078 0.906 -0.416
```

The charge is 0. As for the maximum force: 2.6 eV Å⁻¹. The spin multiplicity is 1. As for the energy relative to the best compared isomer or geometry (same formula, charge and spin): 50.58 kJ/mol.



[6]
Below is one molecule with the formula C4H6S in a non-equilibrium geometry, with properties calculated with ωB97M-V/def2-TZVPD.

XYZ file:
```
11
C4H6S, DFT ωB97M-V/def2-TZVPD
C -0.777 0.113 -0.879
C 0.027 -0.596 0.175
C 0.425 0.521 1.038
C 0.409 1.478 1.836
H -0.138 0.553 -1.609
H -1.447 0.828 -0.404
H -1.485 -0.548 -1.426
H -0.652 -1.286 0.673
H 1.541 -2.099 -1.316
H 0.392 2.525 2.003
S 1.706 -1.489 -0.091
```

The charge is 0. As for the structure (SMILES): C#C[C@@H](C)S. As for the maximum force: 4.4 eV Å⁻¹. The spin multiplicity is 1. As for the energy relative to the best compared isomer or geometry (same formula, charge and spin): 212.80 kJ/mol.



[7]
Below is one molecule with the formula C21H19FN2O4S in a non-equilibrium geometry, with properties calculated with ωB97M-V/def2-TZVPD.

XYZ file:
```
48
C21H19FN2O4S, DFT ωB97M-V/def2-TZVPD
O -0.282 -3.028 0.976
C -0.232 -2.275 0.029
N 0.839 -2.118 -0.768
H 0.796 -1.413 -1.495
C 2.132 -2.694 -0.467
C 3.203 -1.651 -0.492
C 3.432 -0.621 -1.358
C 4.603 0.028 -0.896
C 4.996 -0.653 0.212
O 4.151 -1.668 0.467
H 5.825 -0.528 0.879
H 5.082 0.880 -1.335
H 2.841 -0.351 -2.210
H 2.074 -3.148 0.526
H 2.361 -3.482 -1.198
C -1.408 -1.369 -0.398
N -1.092 -0.015 0.039
S -0.298 1.008 -0.967
O 0.166 0.262 -2.110
O -1.042 2.208 -1.209
C 1.175 1.523 -0.058
C 1.675 0.911 1.075
C 2.833 1.366 1.687
C 3.502 2.448 1.144
C 3.016 3.070 0.005
C 1.855 2.606 -0.589
H 1.444 3.073 -1.470
H 3.538 3.914 -0.417
H 4.406 2.804 1.614
H 3.189 0.863 2.572
F 1.043 -0.138 1.626
C -1.954 0.605 1.031
C -3.386 0.466 0.612
C -3.768 -0.802 0.176
C -5.063 -1.011 -0.271
C -5.971 0.034 -0.273
C -5.587 1.293 0.157
C -4.291 1.513 0.592
H -3.980 2.496 0.914
H -6.296 2.107 0.145
H -6.981 -0.133 -0.618
H -5.360 -1.991 -0.614
C -2.722 -1.870 0.211
H -3.043 -2.761 -0.328
H -2.512 -2.163 1.245
H -1.775 0.114 1.996
H -1.659 1.652 1.102
H -1.475 -1.361 -1.492
```

The charge is 0. As for the structure (SMILES): O=C(NCc1ccco1)[C@H]1Cc2ccccc2CN1S(=O)(=O)c1ccccc1F. As for the maximum force: 1.2 eV Å⁻¹. The spin multiplicity is 1. As for the energy relative to the best compared isomer or geometry (same formula, charge and spin): 155.08 kJ/mol.



[8]
Below is one molecule with the formula C21H17N3O2S2 in a non-equilibrium geometry, with properties calculated with ωB97M-V/def2-TZVPD.

XYZ file:
```
45
C21H17N3O2S2, DFT ωB97M-V/def2-TZVPD
C -8.285 -1.656 0.120
C -6.792 -1.506 0.091
C -6.210 -0.252 0.045
C -4.823 -0.179 0.020
N -3.969 0.892 -0.025
C -2.777 0.378 -0.030
C -1.539 1.126 -0.071
C -1.573 2.518 -0.108
C -0.387 3.223 -0.141
C 0.845 2.582 -0.142
C 0.871 1.175 -0.110
C -0.317 0.459 -0.071
H -0.306 -0.617 -0.039
N 2.126 0.568 -0.096
C 2.501 -0.707 -0.250
S 1.581 -2.041 -0.560
N 3.873 -0.943 -0.154
C 4.888 -0.050 0.055
O 4.706 1.153 0.195
C 6.227 -0.628 0.102
C 7.385 0.083 0.296
C 8.531 -0.728 0.296
C 8.240 -2.044 0.103
S 6.562 -2.323 -0.083
H 8.916 -2.875 0.059
H 9.530 -0.355 0.433
H 7.387 1.149 0.431
H 4.106 -1.923 -0.273
H 2.916 1.208 0.040
C 2.110 3.385 -0.181
H 2.713 3.129 -1.053
H 2.717 3.216 0.709
H 1.877 4.446 -0.231
H -0.412 4.303 -0.169
H -2.527 3.017 -0.110
O -2.742 -0.981 0.009
C -4.044 -1.354 0.041
C -4.615 -2.611 0.085
C -5.995 -2.659 0.110
H -6.485 -3.621 0.145
H -4.011 -3.504 0.100
H -6.804 0.648 0.030
H -8.773 -0.685 0.114
H -8.594 -2.196 1.014
H -8.625 -2.223 -0.745
```

The charge is 0. As for the structure (SMILES): Cc1ccc2oc(-c3ccc(C)c(NC(=S)NC(=O)c4cccs4)c3)nc2c1. As for the maximum force: 1.4 eV Å⁻¹. The spin multiplicity is 1. As for the energy relative to the best compared isomer or geometry (same formula, charge and spin): 0.00 kJ/mol.



Please write out number 4 again, unchanged.
Below is a 2-piece molecular cluster, CH3P overall in a non-equilibrium geometry, with properties calculated with ωB97M-V/def2-TZVPD.

XYZ file:
```
5
CH3P, DFT ωB97M-V/def2-TZVPD
C -0.292 0.437 -0.008
P 1.244 -0.089 0.036
H -0.437 1.578 -0.068
H -1.477 -0.491 0.173
H 0.961 -1.435 -0.132
```

The charge is 0. As for the maximum force: 5.1 eV Å⁻¹. The spin multiplicity is 1. As for the energy relative to the best compared isomer or geometry (same formula, charge and spin): 150.26 kJ/mol.